This record from the OMol25 dataset describes a 14-piece molecular cluster, C30H93N5O19 overall at a distorted geometry. The level of theory is the ωB97M-V functional and the def2-TZVPD basis.

```
147
Properties=species:S:1:pos:R:3
C 0.5186 5.3448 4.9157
H 3.3702 6.1379 2.2579
H 0.9526 -4.5617 -0.9179
H -4.7857 1.5669 5.4889
H 2.4307 6.6621 -0.1184
H -7.1445 0.9472 3.5952
H 5.6643 1.3876 -3.7848
H 2.5214 -2.8871 2.2010
N 2.5123 -6.5112 1.3795
H -4.1303 0.5982 1.2850
H 1.3318 -0.3330 -0.3696
H 6.4951 2.0466 -5.1975
C 5.6169 1.5000 -4.8803
H -6.7735 -0.5308 1.5716
H 2.2008 -8.3421 2.3520
H -0.4979 -2.9987 4.9382
O 3.1843 -3.5779 2.0768
O -0.7631 5.2833 4.3277
C 2.1848 2.6845 -5.1251
H 0.8443 -0.2028 1.2510
H 0.1480 3.8689 -0.0034
C 2.1157 6.8714 -6.8290
C -1.6267 4.2788 4.8404
O 3.6401 -6.8131 -1.4023
H 0.3258 0.9833 -2.1166
O 1.7771 5.5835 -6.4194
C -3.9609 1.9375 -1.6457
C 0.3722 -7.3303 2.2469
H 0.1073 -8.0931 1.4974
H 1.2849 7.5518 -6.6051
N -0.3892 0.7502 -0.1379
H -0.5053 -2.0221 1.1966
H -3.1077 -4.5426 1.0116
H -1.9425 -8.4364 2.7186
C 0.3918 -4.0046 -0.1609
H 2.3589 6.9236 -7.8891
C 0.8201 3.4146 -7.0437
H 3.8489 -8.1285 0.9729
C -4.5746 -1.0927 0.3163
O 0.6399 5.7528 0.2572
H 2.9274 7.1907 -6.1793
H 0.4328 2.9216 -7.9374
H 0.0706 3.4638 -6.2549
O 1.1149 -3.7483 -4.0680
O -3.0360 2.2762 1.9871
C 3.3095 1.7767 -4.6152
O 2.6066 0.9938 2.6101
H 1.8883 4.0674 -0.4753
H 0.4991 5.9928 5.8090
H 0.8244 4.3658 5.3054
C 1.4713 5.9486 3.9308
C -4.7865 -2.5582 0.6578
H 5.3776 -6.8762 -0.3935
H 3.4973 -5.1598 -2.6034
H -6.2868 1.2095 1.1803
O 0.8622 -2.6265 -0.1624
H 1.3435 2.4300 -4.4542
H 2.8808 1.9159 2.7359
H -5.2645 -0.8422 -0.5161
H -0.0085 -6.3699 1.8694
H 2.4724 3.7093 -4.8508
H -1.1892 1.0210 0.4086
C 3.9694 -6.1460 -2.5592
H -1.2847 2.3538 -2.9723
C -1.5493 1.8889 -2.0204
O 3.9140 -0.9251 1.0602
C 1.8688 -7.3087 2.4416
H 3.4752 1.1502 -0.2787
C -6.1419 0.6536 3.2461
H -6.2853 2.4772 5.1145
C -5.2676 2.2565 4.7873
H 0.8049 -3.5847 -3.1659
H 4.0109 -3.1034 1.8965
C -6.0980 0.3029 1.7730
N 1.7229 5.0143 2.8231
H -2.0380 -7.9391 4.3957
O -2.4511 -0.5475 3.5354
O -0.6961 -2.9628 3.9935
H -0.9676 -0.1941 -1.9082
O -3.7616 -1.3320 -2.7958
H -4.4787 -3.1167 -0.2376
C -1.6141 -7.6675 3.4277
O -2.8573 1.3008 -2.2941
O 4.4823 2.1177 -5.3535
C 0.9011 4.5385 -0.4179
H -0.6513 -4.1116 -0.4839
H -5.8485 -2.7958 0.8117
C -0.1890 -1.7290 0.1995
H 0.8092 4.7359 2.4825
H 2.7832 2.9370 -6.9147
H 4.4341 -5.3320 -0.2085
H -3.7670 -0.4056 -2.5085
H 0.4005 5.2950 -7.9307
C -0.6028 0.7785 -1.5601
H 2.9520 0.7315 -4.6980
N 1.9208 2.4913 -6.5761
H -4.6656 3.1623 4.8208
H 0.5553 -4.3573 0.8595
C -3.6172 -4.1997 1.9164
H -1.0787 -2.0789 3.8476
H 2.4020 6.1813 4.4527
H 1.5532 7.4076 1.1630
H 1.0293 6.8650 3.5130
C 3.8086 -7.0355 0.9789
H 3.5270 1.9242 -3.5452
H 1.1063 -4.7105 -4.1555
H -1.9928 -6.6651 3.2062
H -2.8530 3.1976 1.7530
H -2.8535 -4.2541 2.7016
H -4.4275 -4.8630 2.2353
N -4.7565 -0.1694 1.4321
H 2.1986 -6.8633 3.3851
H -3.0303 -1.4212 -3.4180
H -3.5661 -0.9713 -0.0787
H -1.6739 2.6715 -1.2664
H -1.8607 4.4067 5.9018
H -0.9754 -1.7585 -0.5583
C 1.7905 6.4245 0.7506
H 1.7963 0.9068 3.1305
H -4.0039 3.0295 -1.7669
H 3.4246 -0.2682 1.6214
C 1.2659 4.7960 -7.4474
H 5.0429 -6.0872 -2.8040
H 5.6233 0.4482 -5.1982
H 2.6117 -5.5547 1.6769
O -0.2235 -7.6451 3.4979
H -4.8819 1.6212 -2.1514
H 3.6501 -6.6965 -3.4528
O -3.9779 -2.8372 1.7886
H 4.4751 -6.8603 1.8514
H -5.7544 -0.1702 3.8625
H 2.6272 1.9502 -1.2694
H 0.7502 4.6600 -1.5059
H -3.8590 2.2879 2.5833
O -5.2548 1.7930 3.4781
H -3.9896 1.6366 -0.5915
H 1.9673 4.7727 -8.3017
C 2.5739 5.5837 1.7626
H -3.0186 -1.1674 3.0267
C 0.4315 -0.3381 0.2508
C 4.3826 -6.4243 -0.2639
H 2.9980 4.7012 1.2792
H -2.5316 0.3135 3.0842
H -2.5352 4.3960 4.2348
O 3.4686 1.9693 -0.7937
H 3.2377 -1.5612 0.7747
H -1.2793 3.2604 4.6080
```

Results
Gap between HOMO and LUMO, eV: 8.30
HOMO energy, eV: -8.084
E_LUMO, eV: 0.2